This record from OMol25 describes a structure of composition C20H14Cl3IN2O3Zn. The level of theory is wB97M-V/def2-TZVPD.

Computed properties:
E_HOMO = -8.12 eV
E_tot = -124177.5559 eV
Charge = 0
Frontier orbital gap = 7.37 eV
Energy relative to the best compared isomer or geometry (same formula, charge and spin) = 12.13 kJ/mol
Maximum force = 0.319 eV/Å

```
44
Properties=species:S:1:pos:R:3:forces:R:3
Zn 0.8770 -0.1961 -0.4886 0.06 -0.13 -0.17
C -2.3405 -2.7782 -2.4019 0.01 -0.01 -0.02
C -2.6902 -2.0824 -1.1251 0.00 0.00 0.01
N -3.9351 -2.0600 -0.7305 0.02 0.01 0.03
C -4.2492 -1.4334 0.4269 0.00 0.02 0.00
C -3.3314 -0.8156 1.2269 -0.05 -0.03 -0.02
C -3.7912 -0.1594 2.5016 0.01 0.01 0.01
O -3.2480 -0.7679 3.6733 -0.05 0.01 0.01
C -1.9688 -0.8066 0.8170 0.06 0.05 0.07
C -0.9903 -0.2370 1.7120 -0.05 -0.02 -0.03
N 0.2212 0.0780 1.4001 -0.03 0.02 -0.10
C 1.0975 0.5417 2.4136 0.04 -0.06 -0.07
C 0.7261 1.5568 3.2865 0.02 0.03 0.04
C 1.6075 2.0004 4.2589 0.00 -0.01 -0.01
C 2.8707 1.4378 4.3602 0.00 0.00 0.00
C 3.2548 0.4295 3.4883 -0.01 0.00 -0.01
C 2.3718 -0.0142 2.5167 0.07 0.01 0.05
I 2.9656 -1.5592 1.2328 -0.01 0.06 0.10
C -1.6238 -1.4479 -0.3897 0.02 -0.10 -0.06
O -0.4265 -1.5539 -0.8816 0.06 0.27 0.05
H -3.2322 -3.2418 -2.8154 0.00 0.00 0.00
H -1.5700 -3.5316 -2.2325 -0.01 -0.01 0.01
H -1.9241 -2.0708 -3.1220 0.00 0.01 0.01
H -5.2986 -1.4383 0.7000 0.00 -0.01 -0.01
H -4.8837 -0.1700 2.5303 0.00 0.01 0.01
H -3.4779 0.8850 2.5480 0.01 0.00 -0.01
H -3.5387 -1.6856 3.6930 0.02 -0.02 0.00
H -1.3034 -0.1091 2.7480 0.02 0.01 -0.01
H -0.2512 2.0109 3.1834 0.00 -0.01 -0.01
H 1.3093 2.7955 4.9288 0.00 0.00 0.00
H 3.5652 1.7851 5.1130 0.00 0.00 0.00
H 4.2392 -0.0112 3.5630 0.00 0.00 0.00
Cl 2.6166 1.8101 -7.0933 0.00 -0.01 0.02
C 2.5008 1.4825 -5.3891 -0.03 0.01 -0.04
C 1.2621 1.4849 -4.7765 0.04 -0.01 -0.01
C 1.1979 1.2262 -3.4204 -0.07 0.02 0.02
Cl -0.3679 1.2347 -2.6443 0.04 0.02 0.06
C 2.3208 0.9571 -2.6234 0.02 0.06 0.01
O 2.2733 0.7409 -1.3296 -0.23 -0.21 0.07
C 3.5487 0.9628 -3.3090 0.05 0.01 0.00
Cl 4.9875 0.6255 -2.4040 -0.02 0.00 0.00
C 3.6497 1.2220 -4.6621 -0.01 -0.01 0.01
H 0.3628 1.6864 -5.3400 0.00 0.00 0.00
H 4.6170 1.2165 -5.1431 0.00 0.00 0.00
```
Positions in Å, forces in eV/Å.

This record from OMol25 describes an isolated molecule of C2H7N5O in a non-equilibrium geometry. The level of theory is wB97M-V/def2-TZVPD.

Computed properties:
E_HOMO = -9.53 eV
E_tot = -11684.4811 eV
Charge = 0
Frontier orbital gap = 9.96 eV
Energy relative to the best compared isomer or geometry (same formula, charge and spin) = 70.13 kJ/mol
Maximum force = 4.356 eV/Å

```
15
Properties=species:S:1:pos:R:3:forces:R:3
H -2.0718 -0.4104 0.5230 -0.28 0.35 -0.37
N -2.2325 0.5911 0.6686 1.34 0.40 -0.10
C -1.1247 1.2115 0.4763 -0.36 -2.40 0.04
N -0.9697 2.5393 0.7196 1.41 1.67 2.19
N 0.0843 0.6863 -0.0046 3.81 1.74 1.19
C 0.2930 -0.6094 -0.3454 -2.87 -1.16 -0.12
O -0.6011 -1.4766 -0.2135 1.62 1.09 -0.06
N 1.5028 -0.8929 -0.8575 1.56 -3.86 0.59
N 1.7336 -2.3919 -0.9598 -1.18 1.51 0.13
H -0.2546 2.6937 1.5485 -2.08 -0.22 -2.20
H -1.9102 2.7369 1.0072 -0.33 1.19 0.68
H 1.0440 1.2218 0.3021 -3.46 -1.57 -1.31
H 2.0288 -0.4381 -1.5765 -0.24 0.61 0.01
H 1.6761 -2.7670 0.0066 0.41 0.72 -0.52
H 0.8020 -2.6942 -1.2945 0.65 -0.07 -0.17
```
Positions in Å, forces in eV/Å.

This record from OMol25 describes an isolated molecule of C4H10O2 in a non-equilibrium geometry. The level of theory is wB97M-V/def2-TZVPD.

Computed properties:
E_HOMO = -9.71 eV
E_tot = -8402.0074 eV
Charge = 0
Frontier orbital gap = 10.71 eV
Energy relative to the best compared isomer or geometry (same formula, charge and spin) = 341.52 kJ/mol
Maximum force = 2.068 eV/Å

```
16
Properties=species:S:1:pos:R:3:forces:R:3
C 2.2617 0.2041 0.5850 -0.12 0.28 0.35
O 2.2309 -0.3816 -0.6882 -0.04 -0.03 -0.06
C 0.9252 -0.7804 -0.8671 -1.15 0.98 0.34
C -0.2976 0.4381 -0.3695 0.12 -0.84 -1.07
O -1.2222 -0.4576 0.1745 -0.22 -0.37 -0.26
C -2.5164 0.0326 0.3624 -0.41 0.09 0.00
H 3.1784 0.7908 0.6816 -0.27 -0.02 0.14
H 1.2971 0.7552 0.5784 1.70 0.45 1.08
H 2.1706 -0.5540 1.3768 0.28 0.04 -0.03
H 0.8656 -1.1391 -1.9172 -0.66 0.67 0.57
H 0.6195 -1.5937 -0.1903 0.17 0.16 -0.07
H -0.3048 1.3429 0.3321 1.06 -1.14 -0.60
H -0.5875 0.9160 -1.3077 -0.55 -0.34 -0.36
H -2.5739 0.8263 1.1248 0.17 -0.06 -0.11
H -2.9361 0.4177 -0.5764 -0.01 -0.01 0.08
H -3.1105 -0.8174 0.7009 -0.08 0.15 -0.02
```
Positions in Å, forces in eV/Å.

This record from OMol25 describes a structure of composition C26H27N8NaS in a non-equilibrium geometry. The level of theory is wB97M-V/def2-TZVPD.

Computed properties:
E_HOMO = -6.30 eV
E_tot = -54572.8300 eV
Charge = 0
Frontier orbital gap = 6.56 eV
Energy relative to the best compared isomer or geometry (same formula, charge and spin) = 0.00 kJ/mol
Maximum force = 3.284 eV/Å

```
63
Properties=species:S:1:pos:R:3:forces:R:3
Na 0.5293 -0.7426 -0.4737 -0.05 -0.19 0.44
C -2.8386 0.9729 -0.5151 1.04 -0.24 -0.54
N -2.4599 -0.3486 -0.0251 0.54 0.73 0.14
C -2.6469 -0.4866 1.4192 -0.57 0.62 -0.48
C -1.9540 -1.6283 2.0746 0.48 -1.58 0.74
C -2.4335 -2.1346 3.3138 0.77 -0.03 -0.45
C -1.8182 -3.2509 3.8943 0.89 -0.19 -1.22
C -0.7925 -3.8797 3.1452 -0.85 1.10 0.95
C -0.4442 -3.3275 1.9311 0.90 -1.11 -0.18
N -0.9558 -2.2243 1.4151 -0.60 0.59 -0.17
C -2.9495 -1.4160 -0.8859 -1.19 0.12 1.21
C -2.2764 -1.3783 -2.1936 -0.46 0.45 -3.16
C -2.8857 -0.8434 -3.3689 -0.75 -0.06 0.17
C -2.1943 -0.7904 -4.5780 1.06 0.08 0.20
C -0.9279 -1.3929 -4.6692 -0.37 -0.01 0.98
C -0.4454 -1.9875 -3.4833 -0.46 0.78 -0.75
N -1.0667 -1.8944 -2.3035 0.72 -0.56 0.28
C -1.7205 2.0290 -0.5779 -1.23 0.51 -0.52
C -2.1265 3.3612 -0.3336 0.84 0.11 0.30
C -1.1992 4.3880 -0.4724 1.22 -1.47 -0.44
C 0.1324 4.0475 -0.8534 -1.55 -0.28 0.52
C 0.3865 2.7341 -1.0935 -1.43 -1.28 0.05
N -0.5250 1.7331 -1.0280 0.39 -0.09 0.46
H -3.5950 1.4205 0.1077 -0.80 0.04 0.13
H -3.2125 0.8368 -1.5537 0.06 0.37 0.72
H -3.7019 -0.6024 1.6923 -0.37 0.09 -0.15
H -2.3610 0.4677 1.8776 0.20 -0.11 -0.08
H -3.2364 -1.5909 3.7784 -0.28 -0.07 0.30
H -2.0525 -3.7137 4.8480 -0.40 0.50 -0.02
H -0.2104 -4.6870 3.5658 -0.22 -0.24 -0.17
H 0.2947 -3.8751 1.3359 -0.02 0.58 0.04
H -4.0788 -1.3671 -1.0359 1.05 -0.14 0.23
H -2.6661 -2.3344 -0.3818 -0.23 -0.30 -0.13
H -3.9413 -0.4903 -3.4134 0.91 -0.15 0.54
H -2.5606 -0.1909 -5.4139 -0.23 -0.48 0.18
H -0.3281 -1.3681 -5.5871 -0.34 -0.13 0.47
H 0.4890 -2.5246 -3.4836 0.29 -0.02 0.16
H -3.1314 3.5329 0.0363 0.07 0.19 -0.14
H -1.4212 5.4005 -0.2814 -0.48 0.96 0.25
H 0.9731 4.6953 -0.9118 0.15 0.90 -0.01
H 1.3248 2.3496 -1.3404 1.65 -0.06 -0.46
C 4.4473 1.5156 -0.4088 1.57 -0.48 -0.46
C 3.3994 0.7434 0.2897 -0.57 -1.98 -0.52
N 3.0316 -0.4995 -0.0174 0.56 0.99 0.53
N 3.8587 -1.1642 -0.8039 -0.12 -0.71 -1.06
C 3.4830 -2.4326 -1.2096 1.57 2.69 1.04
N 4.5033 -2.9585 -1.9354 -0.15 -1.22 -0.48
S 2.0778 -3.2557 -0.8372 -0.55 -0.37 -0.31
C 2.6646 1.3258 1.3829 -1.88 1.51 0.88
C 3.1925 2.3271 2.2453 -0.31 0.30 0.25
C 2.3826 2.9761 3.1954 -0.69 -1.12 -0.90
C 1.0424 2.5093 3.3209 0.86 -0.44 -0.02
C 0.5822 1.4955 2.4747 2.45 0.58 -0.58
N 1.3570 0.9966 1.4814 -0.65 -0.28 0.76
H 4.7681 0.9294 -1.3034 -0.08 0.44 0.80
H 5.3404 1.7162 0.2339 -0.48 -0.17 -0.55
H 4.0836 2.4774 -0.7638 -0.18 0.22 0.15
H 5.4372 -2.5247 -1.9925 -1.24 -0.30 0.21
H 4.3314 -3.9149 -2.2386 0.53 0.49 0.06
H 4.2451 2.5791 2.1656 -0.12 0.10 -0.05
H 2.7526 3.8120 3.8057 -0.10 -0.62 -0.22
H 0.4355 2.7905 4.1615 -0.27 0.48 0.05
H -0.3879 1.0574 2.5765 -0.51 -0.04 0.02
```
Positions in Å, forces in eV/Å.

This record from OMol25 describes a structure of composition C7H16N2 in a non-equilibrium geometry. The level of theory is wB97M-V/def2-TZVPD.

Computed properties:
E_HOMO = -7.65 eV
E_tot = -10494.2400 eV
Charge = 0
Frontier orbital gap = 8.54 eV
Energy relative to the best compared isomer or geometry (same formula, charge and spin) = 484.10 kJ/mol
Maximum force = 3.508 eV/Å

```
25
Properties=species:S:1:pos:R:3:forces:R:3
C 1.4117 0.7490 -0.2262 -1.63 0.97 0.78
C 1.1194 1.4653 -1.5228 -0.05 0.23 -0.01
C 2.5904 -0.1902 -0.3157 -0.42 -0.37 0.09
H 1.4959 1.4271 0.6256 0.25 0.21 -0.15
H 0.0607 0.4567 0.0885 3.46 -0.06 -0.55
H 0.2838 2.1635 -1.4168 0.02 -0.09 -0.05
H 0.8847 0.7450 -2.3135 0.00 0.03 0.01
H 1.9804 2.0526 -1.8586 0.02 -0.11 -0.03
H 2.8295 -0.6466 0.6458 -0.05 -0.09 -0.07
H 3.4904 0.3445 -0.6408 -0.23 0.17 0.02
H 2.4071 -0.9700 -1.0605 -0.06 -0.10 0.14
C -2.9295 -0.2044 -0.0809 0.15 -0.18 -0.35
C 0.1751 -1.3717 1.5996 0.37 0.23 -0.08
C -0.2000 -0.8835 0.2331 -3.23 0.43 -0.17
C -1.6946 0.3496 0.5554 0.26 -1.01 0.65
N -0.2659 -1.6402 -0.7949 0.68 0.33 0.23
N -1.6323 1.2764 1.4081 0.55 -0.57 -0.16
H -2.5492 1.6393 1.7011 0.22 0.01 -0.43
H -0.5504 -1.1610 -1.6464 -0.32 -0.13 0.15
H -3.0304 -1.2613 0.1778 0.01 0.05 -0.06
H -2.8213 -0.1564 -1.1692 -0.09 -0.08 0.06
H -3.8395 0.3298 0.2067 0.18 0.06 0.05
H 1.0804 -1.9769 1.5341 -0.05 0.01 0.01
H -0.6271 -2.0003 1.9897 -0.03 0.08 -0.10
H 0.3307 -0.5363 2.2805 0.00 -0.03 0.00
```
Positions in Å, forces in eV/Å.

This record from OMol25 describes a structure of composition C25H21BrClCoIN3O3 in a non-equilibrium geometry. The level of theory is wB97M-V/def2-TZVPD.

Computed properties:
E_HOMO (alpha / beta) = -7.35 / -7.35 eV
E_tot = -165170.3531 eV
Charge = 0
Frontier orbital gap (alpha / beta) = 6.87 / 6.93 eV
Energy relative to the best compared isomer or geometry (same formula, charge and spin) = 148.70 kJ/mol
Maximum force = 1.409 eV/Å

```
56
Properties=species:S:1:pos:R:3:forces:R:3
Co 0.3760 -0.6509 0.3090 -0.87 -0.44 -1.02
Cl 0.2419 4.2376 -5.0609 0.01 0.03 -0.06
C 0.4034 3.2897 -3.6105 -0.03 0.06 -0.05
C 0.9607 3.8520 -2.5017 -0.02 -0.01 -0.01
C 1.1074 3.1081 -1.3213 0.06 -0.45 0.20
I 1.9799 4.0033 0.3435 -0.03 -0.06 0.00
C 0.7160 1.7734 -1.2410 0.00 -0.22 0.03
O 0.8772 1.0343 -0.1886 0.86 1.00 0.40
C 0.0740 1.2171 -2.3976 -0.07 0.21 0.12
N -0.4163 -0.0312 -2.2442 -0.37 -0.13 0.30
C -0.9977 -0.6041 -3.2669 -0.05 -0.18 0.09
C -1.1472 0.0260 -4.5180 0.04 0.04 0.02
C -0.6949 1.3059 -4.6733 -0.03 -0.03 -0.03
C -0.0696 1.9573 -3.5883 -0.01 -0.10 -0.10
H 1.2981 4.8790 -2.5326 -0.01 -0.01 0.00
H -1.3741 -1.6107 -3.1101 0.02 0.04 -0.01
H -1.6331 -0.4977 -5.3306 0.02 -0.01 0.03
H -0.8153 1.8332 -5.6103 0.00 -0.02 0.01
N -1.7299 1.5173 3.1325 -0.04 0.02 -0.04
C -2.8152 1.2232 2.3379 0.00 0.05 0.05
C -2.3316 0.4482 1.3329 0.04 -0.07 -0.01
N -0.9779 0.2739 1.5125 0.00 -0.04 -0.04
C -0.6437 0.9304 2.5962 -0.02 0.08 -0.05
H -1.7312 2.1012 3.9493 -0.01 0.01 0.03
H -3.8062 1.5851 2.5532 0.08 -0.03 -0.01
H -2.8588 0.0077 0.5020 0.06 0.02 0.05
H 0.3564 1.0168 2.9890 -0.04 -0.01 -0.02
C 3.3682 -4.4204 -1.7182 0.03 0.00 0.01
C 2.8956 -3.1767 -2.4841 0.05 -0.02 -0.02
C 2.0652 -3.6092 -3.7013 0.05 -0.02 0.00
C 4.1154 -2.3680 -2.9526 -0.04 -0.04 -0.01
C 2.0708 -2.3423 -1.5962 0.08 -0.21 -0.22
C 1.3709 -1.6669 -0.8860 0.39 0.39 0.32
H 3.9729 -5.0571 -2.3707 -0.02 0.02 0.03
H 2.5141 -4.9985 -1.3597 0.03 0.02 -0.01
H 3.9738 -4.1336 -0.8554 -0.04 -0.01 -0.04
H 2.6829 -4.1988 -4.3857 -0.04 0.02 0.03
H 1.6871 -2.7379 -4.2382 0.01 0.00 0.00
H 1.2132 -4.2172 -3.3911 0.02 0.02 0.00
H 4.7741 -2.9987 -3.5559 -0.02 0.02 0.00
H 4.6795 -1.9926 -2.0983 0.00 -0.02 0.00
H 3.8032 -1.5134 -3.5544 0.00 0.00 0.01
Br 4.4426 -3.5070 5.6628 -0.01 0.00 0.00
C 2.8373 -3.7746 4.6957 0.00 0.00 0.00
C 2.0449 -4.8755 4.9834 -0.01 -0.02 0.01
C 0.8687 -5.0758 4.2727 0.01 -0.02 0.02
C 0.4892 -4.1832 3.2837 0.01 0.00 -0.01
C 1.2947 -3.0838 3.0132 0.08 -0.09 0.13
C 2.4771 -2.8702 3.7145 -0.02 0.03 -0.01
C 0.8997 -2.1300 1.9613 0.17 -0.30 0.41
O 1.5489 -1.0653 1.7598 0.31 0.72 -0.04
O -0.0927 -2.3206 1.2246 -0.66 -0.23 -0.52
H 2.3481 -5.5705 5.7550 -0.01 0.01 -0.02
H 0.2512 -5.9368 4.4946 0.02 0.02 0.00
H -0.4195 -4.3266 2.7132 0.04 0.01 0.02
H 3.0956 -2.0126 3.4833 -0.03 -0.04 0.01
```
Positions in Å, forces in eV/Å.

Q: Which of these has the lowest energy relative to the best compared isomer or geometry (same formula, charge and spin)?
A: C26H27N8NaS